# 1
Entry from OMol25: an isolated molecule of C21H14N2O at a distorted geometry (the ωB97M-V functional and the def2-TZVPD basis).

Summary:
* relative energy (zero: lowest compared OMol25 entry of this formula, charge and spin): 0.0000 eV
* HOMO: -0.28767 Eh
* frontier orbital gap: 0.2977 Eh
* strongest force on any atom: 0.063 Eh/bohr
* SMILES: c1ccc(-c2noc3c2-c2ccccc2Nc2ccccc2-3)cc1

Each line ends with the Mulliken charge.
CARTESIAN COORDINATES (ANGSTROEM)
C1 2.12756 2.47130 4.10498  -0.37
C2 1.11783 1.66700 4.65264  -0.46
C3 0.12289 1.13831 3.85316  -0.55
C4 0.22586 1.29424 2.47061  0.03
C5 -0.82126 0.68084 1.67725  -0.13
N1 -2.11720 0.85281 1.87198  -0.74
O1 -2.84682 0.30159 0.77029  -0.27
C6 -1.87640 -0.09104 -0.13944  0.31
C7 -0.62509 0.04823 0.39440  1.12
C8 0.64167 -0.44542 -0.21152  0.76
C9 1.65893 -0.95264 0.63401  -0.47
C10 2.88268 -1.30810 0.12373  -0.69
C11 3.13755 -1.28078 -1.25786  -0.69
C12 2.13586 -0.82060 -2.13058  -0.39
C13 0.88063 -0.40164 -1.63865  0.03
N2 -0.08649 0.05214 -2.52679  -0.12
C14 -1.34262 -0.56479 -2.55787  -0.02
C15 -1.75536 -1.15394 -3.75432  -0.21
C16 -3.01168 -1.70555 -3.94276  -0.87
C17 -3.89180 -1.74877 -2.87141  -0.44
C18 -3.54406 -1.21600 -1.60853  -0.86
C19 -2.23760 -0.64901 -1.43414  0.36
C20 1.20484 2.09456 1.87983  -0.09
C21 2.13083 2.73858 2.72470  -0.73
H1 2.90919 2.89199 4.76078  0.35
H2 1.01218 1.46429 5.71494  0.36
H3 -0.63150 0.50836 4.24322  0.45
H4 1.43632 -1.04432 1.67794  0.50
H5 3.69779 -1.63614 0.78109  0.35
H6 4.10280 -1.59740 -1.62959  0.39
H7 2.35626 -0.84610 -3.20322  0.34
H8 0.24513 0.44861 -3.42215  0.32
H9 -1.04356 -1.16681 -4.55388  0.39
H10 -3.29456 -2.11298 -4.89641  0.39
H11 -4.85379 -2.22853 -2.98479  0.38
H12 -4.20036 -1.29068 -0.72276  0.40
H13 1.25664 2.24674 0.81281  0.46
H14 2.89668 3.36165 2.33828  0.42

=====

# 2
Entry from OMol25: a structure of composition C21H15Br2CrN8Se at a distorted geometry (the ωB97M-V functional and the def2-TZVPD basis).

Summary:
* relative energy (zero: lowest compared OMol25 entry of this formula, charge and spin): 0.8535 eV
* HOMO (spin up / spin down): -0.50984 / -0.51850 Eh
* <S²>: 4.01
* frontier orbital gap (spin up / spin down): 0.2316 / 0.2529 Eh
* multiplicity: 4
* strongest force on any atom: 0.020 Eh/bohr
* charge: +2

Each line ends with the Mulliken charge.
CARTESIAN COORDINATES (ANGSTROEM)
Cr1 0.07476 0.32692 0.26215  -0.64
N1 -0.87035 4.31910 1.23374  0.14
C1 -1.33212 3.19909 0.67604  -0.30
N2 -0.38076 2.28675 0.74737  0.16
C2 0.66105 2.93510 1.36179  0.24
N3 0.38317 4.17091 1.67534  -0.66
C3 1.89363 2.19896 1.56894  0.43
C4 3.04671 2.73664 2.13280  -0.39
N4 4.14175 2.01118 2.28134  -0.48
C5 4.10244 0.74728 1.87897  -0.45
C6 2.96087 0.19347 1.31831  -0.18
N5 1.84865 0.91697 1.15169  0.49
H1 -1.33637 5.20948 1.33998  0.21
H2 -2.30282 3.07947 0.22201  0.50
H3 3.06608 3.76851 2.46296  0.47
H4 5.00244 0.15896 2.00450  0.40
H5 2.93908 -0.84126 1.00858  0.37
Br1 1.62131 -6.10054 -0.24949  -0.05
C7 1.23058 -4.27558 -0.12142  -0.39
C8 1.78031 -3.36658 -1.02163  -0.78
C9 1.43937 -2.04019 -0.89938  -0.45
N6 0.61669 -1.57775 0.05554  0.69
C10 0.09084 -2.45929 0.93336  0.37
C11 0.37623 -3.81020 0.87045  -0.48
C12 -0.80208 -1.84469 1.93031  0.88
C13 -1.48339 -2.55852 2.89705  -0.73
C14 -2.30868 -1.88513 3.78823  -0.16
Br2 -3.24100 -2.82074 5.11055  -0.05
C15 -2.42389 -0.50275 3.67912  -0.90
C16 -1.71152 0.13767 2.69267  -0.12
N7 -0.91205 -0.49859 1.82233  0.53
H6 2.44769 -3.69424 -1.80560  0.48
H7 1.81929 -1.30380 -1.59618  0.49
H8 -0.05628 -4.50570 1.57414  0.53
H9 -1.38498 -3.63174 2.96756  0.52
H10 -3.05704 0.05676 4.35239  0.47
H11 -1.77037 1.21113 2.59482  0.38
Se1 -0.59853 0.65907 -1.91512  0.38
C17 -1.15683 0.68234 -3.76870  0.53
C18 -0.20658 0.84144 -4.75998  -0.30
C19 -0.66483 0.89961 -6.07345  -0.42
N8 -1.94560 0.79882 -6.38773  -0.49
C20 -2.84250 0.63845 -5.42851  -0.42
C21 -2.49899 0.57687 -4.08081  -0.28
H12 0.84898 0.92299 -4.53965  0.38
H13 0.03455 1.02587 -6.89132  0.37
H14 -3.87932 0.55986 -5.73300  0.36
H15 -3.25958 0.44764 -3.32305  0.38

=====

# 3
Entry from OMol25: a structure of composition C21H15BrCoN3O2S2 (the ωB97M-V functional and the def2-TZVPD basis).

Summary:
* relative energy (zero: lowest compared OMol25 entry of this formula, charge and spin): 0.0000 eV
* HOMO (spin up / spin down): -0.40366 / -0.40362 Eh
* <S²>: 3.76
* frontier orbital gap (spin up / spin down): 0.3002 / 0.2601 Eh
* multiplicity: 4
* strongest force on any atom: 0.007 Eh/bohr
* charge: +1

Each line ends with the Mulliken charge.
CARTESIAN COORDINATES (ANGSTROEM)
Co1 0.17770 -0.17826 0.02227  0.53
S1 -1.59397 -1.41619 0.78750  -0.43
C1 -0.90794 -2.34847 -0.49410  0.98
N1 0.08977 -1.81088 -1.17920  -0.44
C2 0.56517 -2.66328 -2.17927  -0.27
C3 1.57417 -2.39844 -3.09804  -0.29
C4 1.90303 -3.37176 -4.02170  -0.70
C5 1.23525 -4.59899 -4.04496  -0.48
C6 0.21824 -4.86598 -3.14768  -0.51
C7 -0.10828 -3.88410 -2.22014  0.86
S2 -1.34838 -3.92658 -0.99192  -0.16
H1 2.07772 -1.43897 -3.10264  0.45
H2 2.68400 -3.17935 -4.74510  0.40
H3 1.50826 -5.34720 -4.77774  0.39
H4 -0.31080 -5.81034 -3.16683  0.39
C8 3.15466 0.19449 -0.88189  -1.06
O1 2.00971 0.78302 -0.22105  -0.43
C9 2.15845 2.06210 0.31769  0.63
C10 3.23593 2.87241 0.06895  -0.16
C11 3.26739 4.10989 0.70299  -0.53
Br1 4.73441 5.24715 0.39478  -0.16
C12 2.25113 4.51809 1.53220  -0.79
C13 1.12592 3.71010 1.75615  0.48
C14 1.11656 2.47399 1.13559  0.52
O2 0.10813 1.51219 1.25172  -0.77
C15 0.07528 4.29020 2.62908  0.29
N2 0.29567 5.39495 3.27537  -0.60
C16 -0.85724 5.66499 3.98856  0.54
C17 -1.14749 6.72790 4.84505  -0.72
C18 -2.39660 6.75548 5.42610  -0.54
C19 -3.35077 5.75406 5.16894  -0.46
C20 -3.08144 4.69741 4.32573  -0.96
C21 -1.81450 4.67988 3.74943  0.71
N3 -1.20044 3.80441 2.87172  -0.06
H5 4.04770 0.36812 -0.28734  0.49
H6 3.26800 0.61901 -1.87747  0.37
H7 2.96009 -0.87147 -0.94319  0.31
H8 4.04006 2.57713 -0.58848  0.58
H9 2.27598 5.48202 2.02052  0.66
H10 -0.52142 1.71259 1.94531  0.23
H11 -0.41167 7.49702 5.03753  0.45
H12 -2.65669 7.56497 6.09560  0.39
H13 -4.32052 5.81500 5.64490  0.39
H14 -3.82079 3.92983 4.13186  0.37
H15 -1.69233 3.02799 2.47495  0.14

=====

# 4
Entry from OMol25: an isolated molecule of C21H15BrN2O3S2 (the ωB97M-V functional and the def2-TZVPD basis).

Summary:
* HOMO: -0.29660 Eh
* frontier orbital gap: 0.2988 Eh
* strongest force on any atom: 0.018 Eh/bohr
* SMILES: O=C(Nc1ccc2ccccc2c1)c1ccc(NS(=O)(=O)c2ccc(Br)s2)cc1

Each line ends with the Mulliken charge.
CARTESIAN COORDINATES (ANGSTROEM)
O1 0.06066 1.95945 2.13840  -0.66
C1 -0.25429 1.05009 1.40010  0.58
N1 0.21657 -0.22863 1.49132  -0.13
C2 1.09518 -0.78647 2.42490  0.77
C3 1.56691 -0.06082 3.53868  -0.64
C4 2.41418 -0.65318 4.42961  -1.14
C5 2.83840 -1.98874 4.26857  0.84
C6 3.71263 -2.61907 5.17669  -0.66
C7 4.10162 -3.91573 4.98649  -0.53
C8 3.63338 -4.63986 3.87870  -0.48
C9 2.78456 -4.05749 2.98023  -0.90
C10 2.36420 -2.72085 3.14841  0.50
C11 1.49141 -2.09177 2.24258  -0.45
C12 -1.20720 1.25514 0.26720  0.28
C13 -1.23906 2.51109 -0.33448  -0.69
C14 -2.10472 2.78124 -1.37392  -0.44
C15 -2.97644 1.79126 -1.82422  0.74
N2 -3.85091 2.05168 -2.87372  -0.24
S1 -3.48526 3.03621 -4.17435  1.03
O2 -4.53502 2.81691 -5.11496  -0.67
O3 -3.17941 4.35320 -3.72663  -0.60
C16 -2.00438 2.29277 -4.80463  0.15
C17 -1.91640 1.37999 -5.81173  -0.38
C18 -0.59761 0.93466 -6.02758  -0.35
C19 0.27703 1.52800 -5.16501  -0.07
Br1 2.11727 1.22309 -5.06916  -0.10
S2 -0.48841 2.64197 -4.07950  -0.02
C20 -2.97298 0.54255 -1.20518  -0.99
C21 -2.09815 0.27868 -0.16939  -0.79
H1 -0.06175 -0.86547 0.75757  0.16
H2 1.25088 0.96027 3.66815  0.52
H3 2.77388 -0.09505 5.28178  0.36
H4 4.07003 -2.05639 6.02733  0.38
H5 4.77187 -4.39322 5.68606  0.38
H6 3.95111 -5.66344 3.74305  0.38
H7 2.42298 -4.61271 2.12607  0.37
H8 1.13309 -2.65565 1.39076  0.35
H9 -0.57059 3.27411 0.03332  0.47
H10 -2.13533 3.75731 -1.82999  0.68
H11 -4.47877 1.30583 -3.12851  0.26
H12 -2.77247 1.06149 -6.37691  0.49
H13 -0.30757 0.22078 -6.77640  0.46
H14 -3.66919 -0.21597 -1.53341  0.34
H15 -2.14192 -0.68725 0.31373  0.47

=====

Please write out number 4 again, unchanged.
Entry from OMol25: an isolated molecule of C21H15BrN2O3S2 (the ωB97M-V functional and the def2-TZVPD basis).

Summary:
* HOMO: -0.29660 Eh
* frontier orbital gap: 0.2988 Eh
* strongest force on any atom: 0.018 Eh/bohr
* SMILES: O=C(Nc1ccc2ccccc2c1)c1ccc(NS(=O)(=O)c2ccc(Br)s2)cc1

Each line ends with the Mulliken charge.
CARTESIAN COORDINATES (ANGSTROEM)
O1 0.06066 1.95945 2.13840  -0.66
C1 -0.25429 1.05009 1.40010  0.58
N1 0.21657 -0.22863 1.49132  -0.13
C2 1.09518 -0.78647 2.42490  0.77
C3 1.56691 -0.06082 3.53868  -0.64
C4 2.41418 -0.65318 4.42961  -1.14
C5 2.83840 -1.98874 4.26857  0.84
C6 3.71263 -2.61907 5.17669  -0.66
C7 4.10162 -3.91573 4.98649  -0.53
C8 3.63338 -4.63986 3.87870  -0.48
C9 2.78456 -4.05749 2.98023  -0.90
C10 2.36420 -2.72085 3.14841  0.50
C11 1.49141 -2.09177 2.24258  -0.45
C12 -1.20720 1.25514 0.26720  0.28
C13 -1.23906 2.51109 -0.33448  -0.69
C14 -2.10472 2.78124 -1.37392  -0.44
C15 -2.97644 1.79126 -1.82422  0.74
N2 -3.85091 2.05168 -2.87372  -0.24
S1 -3.48526 3.03621 -4.17435  1.03
O2 -4.53502 2.81691 -5.11496  -0.67
O3 -3.17941 4.35320 -3.72663  -0.60
C16 -2.00438 2.29277 -4.80463  0.15
C17 -1.91640 1.37999 -5.81173  -0.38
C18 -0.59761 0.93466 -6.02758  -0.35
C19 0.27703 1.52800 -5.16501  -0.07
Br1 2.11727 1.22309 -5.06916  -0.10
S2 -0.48841 2.64197 -4.07950  -0.02
C20 -2.97298 0.54255 -1.20518  -0.99
C21 -2.09815 0.27868 -0.16939  -0.79
H1 -0.06175 -0.86547 0.75757  0.16
H2 1.25088 0.96027 3.66815  0.52
H3 2.77388 -0.09505 5.28178  0.36
H4 4.07003 -2.05639 6.02733  0.38
H5 4.77187 -4.39322 5.68606  0.38
H6 3.95111 -5.66344 3.74305  0.38
H7 2.42298 -4.61271 2.12607  0.37
H8 1.13309 -2.65565 1.39076  0.35
H9 -0.57059 3.27411 0.03332  0.47
H10 -2.13533 3.75731 -1.82999  0.68
H11 -4.47877 1.30583 -3.12851  0.26
H12 -2.77247 1.06149 -6.37691  0.49
H13 -0.30757 0.22078 -6.77640  0.46
H14 -3.66919 -0.21597 -1.53341  0.34
H15 -2.14192 -0.68725 0.31373  0.47

=====

What is the strongest force on any atom in the fourth record? 0.018 Eh/bohr

=====

Number 1 is which compound? C21H14N2O